{"formula": "C2H3ClF2S", "method": "wB97M-V/def2-TZVPD", "smiles": "CC(F)(F)SCl", "orbital_gap_ev": 9.51, "relative_energy_ev": 0.391, "homo_ev": -9.44, "total_charge": 0, "species": ["C", "C", "F", "F", "S", "Cl", "H", "H", "H"], "xyz": [[-1.228606, 0.112504, 0.085201], [0.231884, -0.326978, -0.028760], [0.667567, -1.018843, 1.001623], [0.383260, -1.088568, -1.168195], [1.352285, 1.143880, -0.256586], [3.130376, 0.269897, 0.081426], [-1.303643, 1.007058, 0.742990], [-1.740533, -0.685110, 0.535949], [-1.492592, 0.586156, -0.993647]], "atomic_forces_ev_per_a": [[1.59, 3.39, -2.18], [0.15, 1.57, -1.65], [-0.04, -0.93, 0.83], [-0.16, -0.31, 0.65], [-0.53, 0.00, 0.20], [0.11, -0.06, -0.07], [0.18, -0.74, -0.12], [-1.30, -1.06, -0.14], [0.02, -1.85, 2.48]]}